Entry from the Open Molecules 2025 dataset: 2 unconnected molecules or ions with the total composition C8H21IN2O (ωB97M-V/def2-TZVPD).

Last column: Mulliken charge in e.
Atoms and positions in Å:
C  2.9025  -0.6353  0.2565  -0.617
C  2.3044  0.7583  0.4118  -0.339
O  1.6994  1.1664  -0.8292  -0.385
C  0.8746  2.3116  -0.7481  -0.862
C  -0.4997  2.0535  -0.1510  -0.364
C  -1.3799  1.1367  -0.9944  -0.265
C  -2.5894  0.5995  -0.2294  -0.757
C  -2.2539  -0.2955  0.9392  -0.804
N  -1.6808  -1.6076  0.5060  0.060
C  -0.1902  -1.5836  0.1381  0.228
N  -0.0523  -2.0931  -1.1846  -0.651
H  2.7819  -1.2826  1.1523  -0.371
H  3.9396  -0.5926  -0.0611  0.392
H  2.3647  -1.1357  -0.5508  0.303
H  3.0692  1.4859  0.6898  0.515
H  1.5318  0.7683  1.1851  0.285
H  0.7636  2.6699  -1.7712  0.400
H  1.3674  3.1093  -0.1823  0.367
H  -0.3663  1.6491  0.8507  0.097
H  -0.9971  3.0189  -0.0407  0.476
H  -1.7443  1.6917  -1.8582  0.446
H  -0.7860  0.3219  -1.4031  0.115
H  -3.2541  0.0683  -0.9123  0.351
H  -3.1606  1.4378  0.1698  0.359
H  -3.1320  -0.5033  1.5457  0.409
H  -1.5150  0.1522  1.5960  0.387
H  -2.1478  -1.9773  -0.3236  0.370
H  -1.8089  -2.2719  1.2680  0.387
H  0.3492  -2.1753  0.8798  -0.196
H  0.1219  -0.5510  0.2326  -0.154
H  0.5054  -2.9423  -1.1687  0.319
H  0.4429  -1.4413  -1.7779  0.275
I  2.5398  -3.3110  2.3649  -0.775

Results
Net charge: 0
HOMO energy, eV: -6.5
LUMO, eV: -0.23
Spin multiplicity: 1
Orbital gap, eV: 6.2
Energy, eV: -21763.9555